1.
The following is a quantum chemistry calculation of a molecular structure, C29H38N4O2P2Ti, from OMol25.

Summary:
2S+1 = 3
Energy = -3029.319169 Eh
Total charge = 0

Atoms and positions in Å:
Ti1 -0.2343 1.0723 1.1797
C1 -1.4021 1.5016 -2.8201
C2 -1.0768 0.2136 -2.7105
C3 -0.0979 -0.5174 -3.6014
C4 1.2290 0.2674 -3.7560
C5 1.6427 1.0145 -2.5021
C6 1.2649 2.1904 -1.9680
C7 0.3851 3.2439 -2.5668
C8 -0.6869 2.6208 -3.4928
C9 1.0516 2.3543 2.2597
H1 -2.4077 1.7918 -2.4985
H2 -1.7257 -0.4039 -2.0870
H3 -0.5159 -0.6798 -4.6074
H4 0.0866 -1.5433 -3.2474
H5 2.0385 -0.4346 -4.0533
H6 1.1503 0.9502 -4.6172
H7 2.5126 0.5554 -2.0334
H8 1.8248 2.6012 -1.1287
H9 0.9704 4.0073 -3.1269
H10 -0.0919 3.7929 -1.7337
H11 -1.4425 3.3852 -3.7263
H12 -0.2219 2.3364 -4.4496
H13 0.3985 3.1794 2.6313
H14 1.9029 2.8269 1.7566
H15 1.4546 1.8850 3.1743
P1 1.5826 -0.5997 0.4698
P2 -1.6784 -0.9034 0.4661
N1 3.3282 0.1220 -0.1218
N2 2.3973 -1.7421 1.4665
N3 -3.1047 0.3851 -0.1745
N4 -2.8372 -1.9826 1.2505
C10 0.7952 -1.6475 -0.7950
C11 -0.7049 -2.0766 -0.6121
C12 3.5340 1.5038 -0.0736
C13 4.7318 1.8415 -0.6987
C14 5.3613 0.6090 -1.0548
C15 4.4705 -0.4218 -0.7248
C16 3.2781 -1.2688 2.4638
C17 4.1446 -2.2903 2.7936
C18 3.8202 -3.4219 1.9724
C19 2.7807 -3.0522 1.1425
C20 -2.6446 1.6872 -0.2132
C21 -3.6711 2.5707 -0.5815
C22 -4.7979 1.7593 -0.8823
C23 -4.4322 0.4309 -0.5973
C24 -4.0393 -2.5467 0.7951
C25 -4.6471 -3.2401 1.8392
C26 -3.7778 -3.1434 2.9763
C27 -2.6909 -2.3639 2.6009
H16 1.4109 -2.5404 -0.9477
H17 0.8585 -1.0674 -1.7174
H18 -1.2113 -2.1940 -1.5893
H19 -0.7352 -3.0606 -0.1098
H20 2.8276 2.1495 0.4216
H21 5.0806 2.8496 -0.8894
H22 6.3558 0.4932 -1.4575
H23 4.5959 -1.4918 -0.7999
H24 3.2163 -0.2489 2.8135
H25 4.9593 -2.2136 3.4913
H26 4.3263 -4.3693 1.9412
H27 2.2930 -3.5960 0.3487
H28 -1.5472 1.9391 -0.0886
H29 -3.5902 3.6576 -0.6042
H30 -5.7698 2.0844 -1.2329
H31 -5.0015 -0.4837 -0.6849
H32 -4.3290 -2.4501 -0.2440
H33 -5.6177 -3.7274 1.7960
H34 -3.9669 -3.5653 3.9611
H35 -1.7887 -2.1143 3.1477
C28 -1.9615 0.0533 4.6509
C29 -1.2527 0.4175 3.3698
O1 -0.1479 -0.1131 2.9917
O2 -1.7887 1.2573 2.5498
H36 -1.3072 -0.5429 5.3044
H37 -2.8765 -0.5162 4.4110
H38 -2.2397 0.9732 5.1857

=====

2.
The following is a quantum chemistry calculation of C4H2FIO in the gas phase, from OMol25.

Summary:
SMILES string = Fc1cocc1I
Energy = -626.344085 Eh
Total charge = 0

Atoms and positions in Å:
F1 -2.9790 -0.2166 0.8504
C1 -1.6884 -0.2188 0.5272
C2 -0.7822 0.7550 0.3261
O1 0.4094 0.2159 -0.0200
C3 0.2932 -1.0671 -0.2847
C4 -0.9462 -1.5514 -0.0561
I1 -1.5752 -3.5642 -0.1828
H1 -0.9861 1.7753 0.5167
H2 1.0567 -1.6598 -0.6001

=====

3.
The following is a quantum chemistry calculation of 2 unconnected molecules or ions with the total composition C4H15NSi2, from OMol25.

Summary:
Energy = -795.002621 Eh
Total charge = 0

Atoms and positions in Å:
C1 2.9086 -1.5507 0.3206
C2 -0.8073 0.0534 -2.0755
C3 1.4384 -1.1752 0.2023
C4 0.9953 0.3238 0.3152
N1 -1.5974 2.6876 0.9288
Si1 -2.6755 -0.6155 0.9125
Si2 -0.8792 0.3554 -0.2020
H1 3.5260 -1.1326 1.1326
H2 2.9037 -2.5859 0.5442
H3 3.4054 -1.5904 -0.6389
H4 -0.5699 -1.0373 -2.3489
H5 -1.6998 0.1168 -2.6812
H6 -0.0913 0.6616 -2.6034
H7 0.9901 -1.5749 -0.7224
H8 1.0044 -1.6341 1.1728
H9 1.6605 0.9314 -0.2520
H10 1.0685 0.6715 1.3084
H11 -2.2854 2.3251 1.4954
H12 -2.1779 3.2536 0.2192
H13 -3.9914 -0.0990 0.5152
H14 -2.3857 -0.3520 2.2412
H15 -2.9411 -2.0180 0.4275

=====

The calculation returns the following relative energy (zero: lowest compared OMol25 entry of this formula, charge and spin) values, one per record and in order: 51.7, 0.0, 112.4 kcal/mol.